Below is an isolated molecule of C6H11NO, with properties calculated with ωB97M-V/def2-TZVPD.

Geometry as XYZ:
```
19
Properties=species:S:1:pos:R:3:forces:R:3
C 1.9826 0.5203 -0.1836 1.7 -1.0 1.4
C 1.6957 -1.2295 0.3300 -1.7 1.9 -2.2
C 0.0862 -1.0601 0.2889 -0.4 0.3 2.0
C -1.5563 -1.0079 0.5097 0.0 3.6 1.4
C -1.0172 1.4463 -0.6099 0.8 -1.7 0.4
C 0.5314 0.9615 -0.3649 -0.9 -0.9 -0.1
H 2.4926 0.9509 0.6955 -0.1 -0.1 -0.6
H 2.6395 0.4366 -1.0347 0.1 0.4 -0.4
H 1.9141 -1.2258 1.3385 1.4 -0.4 1.8
H 2.2185 -1.9257 -0.3859 -0.8 0.5 1.1
H -0.0807 -1.1526 -0.7687 0.2 0.3 -0.6
H -1.8816 -0.3095 1.4624 1.0 -2.8 -1.9
H -2.1676 -1.9096 0.3787 0.1 0.5 -0.4
H -1.7335 -0.2779 -1.5300 -0.1 0.3 1.0
H -1.2081 1.8382 -1.5530 -0.1 0.6 -2.0
H -1.3924 2.1903 0.0560 0.0 0.1 1.1
H 0.4826 0.1799 -1.1126 -0.7 0.8 -1.1
N -1.8083 0.1323 -0.5795 -0.2 -0.7 -0.2
O 0.1300 0.3119 0.8361 -0.3 -1.6 -0.7
```
Forces are in eV/Å.

## Properties
charge = 0
gap between HOMO and LUMO = 0.3554 Eh
electronic energy = -9928.7667 eV
SMILES = C1C[C@H]2CNC[C@@H]1O2

Atomic partial charges in e from the Löwdin method, atoms 1 to 6: -0.055 0.005 -0.236 -0.058 -0.085 -0.261


Below is a 2-piece molecular cluster, C5H13O2 overall, with properties calculated with ωB97M-V/def2-TZVPD.

Geometry as XYZ:
```
20
Properties=species:S:1:pos:R:3:forces:R:3
C -0.1067 0.9842 -0.5637 0.8 -0.3 1.4
O 0.8430 0.2533 -1.2151 -0.2 0.4 -0.2
C -1.1963 0.0976 0.1453 -0.4 1.3 -1.7
C -1.1286 -0.2936 1.5977 1.8 -0.7 0.8
C 0.2271 -0.9976 2.1128 -2.3 -0.1 -1.4
C 1.4538 -0.1674 1.8718 1.2 0.4 1.0
H -0.5879 1.7781 -1.1655 -0.3 -0.3 -0.4
H 0.3060 1.5890 0.2801 0.2 0.1 0.0
H -2.1269 0.6654 -0.0448 -0.1 -0.4 0.4
H -1.2484 -0.7786 -0.5116 -0.1 -0.2 0.3
H -1.1720 0.4851 2.3671 -0.7 0.7 -0.6
H -1.9887 -0.9598 1.7279 0.2 -0.1 0.5
H 0.0068 -1.1508 3.1712 0.4 -0.2 0.1
H 0.2444 -1.9557 1.5883 0.4 -0.2 0.2
H 2.2886 -0.4827 2.5218 -0.2 -0.2 0.0
H 1.8845 -0.1645 0.8726 -0.7 0.0 -0.3
H 1.2647 0.8638 2.1886 0.0 0.0 -0.2
H -0.8496 -0.2853 -3.3120 0.0 0.0 -0.3
H 0.3903 0.3117 -2.7240 0.2 -0.1 0.1
O -0.0874 0.2133 -3.6304 -0.2 0.0 0.3
```
Forces are in eV/Å.

## Properties
charge = -1
gap between HOMO and LUMO = 0.2604 Eh
electronic energy = -9490.6448 eV

Atomic partial charges in e from the Löwdin method, atoms 1 to 6: -0.472 -0.335 -0.221 -0.230 -0.256 -0.146


Below is a 2-piece molecular cluster, C5H14N2O overall, with properties calculated with ωB97M-V/def2-TZVPD.

Geometry as XYZ:
```
22
Properties=species:S:1:pos:R:3:forces:R:3
C -2.3227 -0.9907 1.5961 0.1 0.1 0.0
N -2.7146 -0.5245 0.2800 1.6 1.6 -1.6
O -0.4810 0.8743 -0.4116 3.2 0.2 0.1
H -1.8896 0.0611 -0.1903 -2.6 -1.9 1.5
H -3.4878 0.1296 0.3706 0.1 -0.1 -0.1
H -1.4697 -1.6599 1.4864 0.0 -0.1 0.1
H -3.1455 -1.5535 2.0441 0.1 0.0 0.0
H -2.0364 -0.1906 2.2931 0.0 0.0 0.1
C 1.2241 -0.9492 -2.0822 0.0 0.2 0.0
C 1.4121 0.6899 1.3302 -0.5 -0.1 -0.2
N 1.4798 -0.6632 -0.6849 -0.4 -0.2 0.1
C 0.9933 0.5276 -0.1129 -0.7 0.5 -0.1
C 0.6471 1.7072 -0.8980 -1.1 -0.3 0.3
H 2.4127 -0.8999 -0.3753 -0.2 0.1 0.1
H 1.4958 -1.9854 -2.2750 0.0 0.0 -0.1
H 1.7850 -0.3001 -2.7672 0.0 -0.1 0.0
H 0.1568 -0.8271 -2.2757 0.1 -0.1 0.0
H 0.9805 1.5920 1.7554 0.0 0.1 0.0
H 1.0509 -0.1628 1.9031 0.1 0.0 0.0
H 2.4970 0.7430 1.4151 0.1 0.0 -0.1
H 0.7425 1.7012 -1.9756 0.1 0.0 -0.1
H 0.6696 2.6810 -0.4251 0.1 0.1 -0.1
```
Forces are in eV/Å.

## Properties
charge = 0
gap between HOMO and LUMO = 0.3329 Eh
electronic energy = -10437.7835 eV
SMILES = CN[C@@]1(C)CO1.CN

Atomic partial charges in e from the Löwdin method, atoms 1 to 6: -0.235 -0.099 -0.114 0.062 0.042 0.059


Below is an isolated molecule of C3H5NO2, with properties calculated with ωB97M-V/def2-TZVPD.

Geometry as XYZ:
```
11
Properties=species:S:1:pos:R:3:forces:R:3
N 1.3126 -0.1644 1.5592 -0.4 -0.1 -0.2
C 0.4229 -0.8362 0.9985 0.1 0.2 0.4
O -1.4406 0.3356 0.1903 -0.2 -0.1 0.2
C -0.6903 0.9433 -0.7419 0.3 -0.1 -0.4
C 0.1129 -0.2269 -1.2024 0.3 -0.3 0.2
O 0.6168 -1.0888 -0.3989 -0.2 0.4 -0.4
H 1.1057 -0.0574 2.5470 0.1 -0.1 0.1
H -0.4154 -1.4289 1.3539 0.1 0.2 0.0
H -0.0051 1.7688 -0.4460 -0.1 0.0 0.2
H -1.2522 1.3148 -1.6260 0.2 -0.1 0.0
H 0.2326 -0.5600 -2.2335 -0.2 0.0 -0.1
```
Forces are in eV/Å.

## Properties
charge = 0
gap between HOMO and LUMO (alpha / beta) = 0.2911 / 0.2910 Eh
electronic energy = -8773.0337 eV

Atomic partial charges in e from the Löwdin method, atoms 1 to 6: 0.158 -0.247 -0.206 -0.403 0.036 0.049


Below is C5H16CdN3S as an isolated structure, with properties calculated with ωB97M-V/def2-TZVPD.

Geometry as XYZ:
```
26
Properties=species:S:1:pos:R:3:forces:R:3
C -0.8924 1.6955 -1.8921 0.0 0.1 0.0
Cd 0.1173 -0.2357 -1.9234 -0.1 0.1 -0.3
N 1.4728 -1.7263 -3.1007 0.1 -0.1 -0.1
H -1.1127 0.4307 -5.3309 -0.5 0.5 0.0
H 2.4442 -1.4142 -3.1774 0.1 0.1 0.0
H -1.6392 0.9837 -5.3436 0.5 -0.5 0.0
H -1.2193 2.0501 -2.8876 0.2 -0.1 0.5
H -0.1274 2.3661 -1.4638 -0.5 0.0 -0.2
H -1.7627 1.6052 -1.2174 0.4 0.2 -0.2
H 1.4831 -2.6056 -2.5787 0.0 0.0 0.1
H 1.1460 -1.9442 -4.0465 0.0 0.0 -0.2
S -0.5090 -2.1155 -0.3247 0.0 0.0 0.3
C -0.2321 -1.0087 0.9747 -0.1 -2.3 0.1
N -1.2659 -0.4806 1.6535 -1.7 1.6 0.5
C -1.1469 0.3073 2.8855 -0.4 -0.9 -0.9
C 0.2078 0.9744 2.9657 0.1 0.4 -0.1
C 1.3338 0.0358 2.5773 -0.2 -0.6 -0.9
N 1.0184 -0.5982 1.2874 2.1 1.0 0.0
H -2.1736 -0.8465 1.3810 0.5 0.3 0.2
H -1.3022 -0.3636 3.7374 0.1 -0.1 0.4
H -1.9509 1.0443 2.8848 0.1 0.0 0.1
H 0.3754 1.3414 3.9802 0.0 0.0 0.1
H 0.2174 1.8392 2.2926 0.0 -0.1 0.0
H 1.4842 -0.7419 3.3361 -0.1 -0.1 0.3
H 2.2740 0.5760 2.4575 -0.1 0.0 0.0
H 1.7600 -1.1688 0.8730 -0.6 0.5 0.3
```
Forces are in eV/Å.

## Properties
charge = -1
gap between HOMO and LUMO (alpha / beta) = 0.1385 / 0.1146 Eh
electronic energy = -25311.3111 eV

Atomic partial charges in e from the Löwdin method, atoms 1 to 6: -0.401 0.933 -0.219 -0.020 -0.080 -0.002